(1)
Density functional theory data (wB97M-V/def2-TZVPD) for one molecule with the formula C7H11NO at a distorted geometry.

XYZ file:
```
20
Properties=species:S:1:pos:R:3:mulliken_charge:R:1
C -1.914 0.741 -0.442 -0.775
C -1.196 1.359 0.844 -0.635
C 0.056 0.517 0.693 -0.137
C -0.353 -0.971 0.687 -0.816
C 0.003 -1.179 -0.788 0.006
C -1.068 -0.207 -1.492 -0.815
C 1.507 -0.808 -0.707 -0.192
H -2.703 0.044 -0.106 0.311
H -2.297 1.544 -1.077 0.400
H -1.728 1.211 1.774 0.332
H -0.938 2.420 0.685 0.318
H 0.335 0.871 -0.279 0.437
H -1.376 -1.218 0.952 0.275
H 0.360 -1.484 1.339 0.389
H -0.063 -2.196 -1.154 0.471
H -0.571 0.469 -2.217 0.371
H -1.771 -0.829 -2.064 0.392
H 2.204 -1.191 -1.456 0.452
N 2.135 -0.135 0.200 -0.491
O 1.425 0.574 1.179 -0.293
```

Summary:
HOMO level: -9.4 eV
Kohn-Sham gap: 10.4 eV
Energy relative to the best compared isomer or geometry (same formula, charge and spin): 4.704 eV
Total charge: 0
Maximum force: 1.4 eV/A
Molecular weight: 125.171 g/mol
SMILES string: C1=NO[C@@H]2CCC[C@@H]1C2

=====

(2)
Density functional theory data (wB97M-V/def2-TZVPD) for one molecule with the formula C5H7NO.

XYZ file:
```
14
Properties=species:S:1:pos:R:3:mulliken_charge:R:1
O -0.981 -1.764 1.411 -0.470
C -0.460 -1.773 0.321 -0.216
C 0.736 -0.933 -0.028 0.251
C 0.824 0.337 -0.789 -0.183
C -0.456 1.153 -0.740 -0.589
C -0.334 1.006 0.799 -0.380
N 0.995 0.301 0.697 -0.555
H -0.781 -2.508 -0.437 0.369
H 1.616 -1.582 -0.119 0.355
H 1.678 0.496 -1.444 0.360
H -1.290 0.699 -1.293 0.237
H -0.349 2.201 -1.041 0.278
H -1.121 0.436 1.292 0.233
H -0.153 1.941 1.332 0.310
```

Summary:
HOMO level: -9.4 eV
Kohn-Sham gap: 10.2 eV
Energy relative to the best compared isomer or geometry (same formula, charge and spin): 2.884 eV
Total charge: 0
Maximum force: 0.6 eV/A
Molecular weight: 97.117 g/mol
SMILES string: O=C[C@H]1[C@H]2CCN21

=====

(3)
Density functional theory data (wB97M-V/def2-TZVPD) for a 2-piece molecular cluster, C6H10NO overall at a distorted geometry.

XYZ file:
```
18
Properties=species:S:1:pos:R:3:mulliken_charge:R:1
C 2.595 1.458 0.331 0.063
C 1.841 0.551 0.332 -0.971
C -1.068 1.562 -0.124 -0.074
C 0.635 -0.600 -1.414 -1.113
C -0.957 -1.751 0.800 -0.707
C 0.874 -0.363 0.039 1.125
N 0.277 -1.024 0.944 -0.056
O -2.164 2.227 -0.052 -0.374
H 2.863 2.446 0.529 0.410
H -0.270 2.435 -0.355 0.112
H -0.471 -0.163 -1.550 0.282
H 0.634 -1.673 -1.666 0.345
H 1.336 -0.193 -2.129 0.384
H -0.692 -2.676 0.287 0.347
H -1.566 -1.912 1.842 0.305
H -1.507 -1.101 0.009 0.260
H -3.022 1.770 0.293 0.377
H 0.663 -0.993 1.885 0.287
```

Summary:
HOMO level: -12.8 eV
Kohn-Sham gap: 8.0 eV
Energy relative to the best compared isomer or geometry (same formula, charge and spin): 5.704 eV
Total charge: +1
Maximum force: 3.4 eV/A
Molecular weight: 112.152 g/mol

=====

(4)
Density functional theory data (wB97M-V/def2-TZVPD) for one molecule with the formula C4H9N3 at a distorted geometry.

XYZ file:
```
16
Properties=species:S:1:pos:R:3:mulliken_charge:R:1
C -0.333 2.364 -0.511 -0.763
C 0.247 1.281 1.560 -1.007
C 0.443 -0.025 -0.410 0.167
C 0.112 -2.171 -0.254 -0.040
H -1.009 2.979 0.217 0.249
H -0.984 2.206 -1.472 0.313
H 0.591 3.176 -0.658 0.254
H 0.140 0.226 1.788 0.401
H 1.168 1.703 2.048 0.249
H -0.681 1.841 1.898 0.393
H 0.317 -0.475 -1.620 0.351
H 0.589 -3.203 0.122 0.301
H -1.065 -3.029 -1.747 0.221
N 0.042 1.203 0.145 0.164
N 0.654 -1.148 0.493 -0.625
N -0.964 -2.073 -1.049 -0.629
```

Summary:
HOMO level: -8.6 eV
Kohn-Sham gap: 9.1 eV
Energy relative to the best compared isomer or geometry (same formula, charge and spin): 4.640 eV
Total charge: 0
Maximum force: 6.1 eV/A
Molecular weight: 99.137 g/mol
SMILES string: [H]/N=C/N=C/N(C)C

=====

(5)
Density functional theory data (wB97M-V/def2-TZVPD) for C27H33KN8O6S2 as an isolated structure at a distorted geometry.

XYZ file:
```
77
Properties=species:S:1:pos:R:3:mulliken_charge:R:1
K -1.541 -1.607 0.563 1.006
N 2.609 -3.951 0.333 -0.328
C 1.526 -3.873 1.190 0.107
S 0.444 -5.191 1.275 -0.522
N 1.507 -2.762 1.904 -0.840
N 0.317 -2.388 2.396 0.676
C 0.314 -1.711 3.480 -1.229
C -0.925 -1.099 3.974 1.064
C -0.954 -0.495 5.235 -0.840
C -2.129 0.059 5.701 -0.137
C -3.260 0.020 4.900 -0.751
C -3.142 -0.580 3.654 -0.300
N -2.022 -1.130 3.200 -0.051
H 2.902 -4.884 0.097 0.190
H 3.333 -3.270 0.502 0.227
H 1.232 -1.565 4.051 0.199
H -0.049 -0.469 5.829 0.343
H -2.162 0.525 6.680 0.413
H -4.200 0.451 5.215 0.395
H -3.991 -0.607 2.976 0.453
O -6.401 1.480 -2.001 -0.707
C -5.527 0.854 -1.422 0.167
C -4.481 1.408 -0.514 0.211
O -4.474 2.534 0.001 -0.743
C -3.460 0.383 -0.360 0.520
C -3.961 -0.884 -0.874 0.542
O -3.387 -1.988 -0.787 -0.951
C -5.291 -0.630 -1.490 0.420
O -6.061 -1.459 -1.951 -0.728
O -2.319 0.557 0.178 -0.996
C 4.852 0.162 -5.341 -1.185
C 3.478 -0.476 -5.522 -0.523
N 3.496 -1.925 -5.389 0.282
C 4.045 -2.680 -6.507 -0.673
C 3.060 -2.823 -7.663 -1.102
C 2.774 -2.629 -4.454 0.083
O 2.618 -3.834 -4.552 -0.640
C 2.209 -1.848 -3.308 0.304
C 3.020 -1.125 -2.443 -0.050
C 2.437 -0.412 -1.416 -0.721
C 1.052 -0.436 -1.289 -0.078
N 0.268 -1.153 -2.094 -0.336
C 0.841 -1.854 -3.070 -0.484
H 4.753 1.245 -5.250 0.407
H 5.512 -0.042 -6.186 0.366
H 5.329 -0.215 -4.436 0.237
H 3.079 -0.219 -6.508 0.298
H 2.787 -0.068 -4.789 0.389
H 4.310 -3.666 -6.135 0.388
H 4.959 -2.181 -6.837 0.309
H 2.131 -3.263 -7.301 0.296
H 3.472 -3.473 -8.438 0.380
H 2.831 -1.858 -8.121 0.295
H 4.097 -1.127 -2.576 0.537
H 3.030 0.162 -0.717 0.453
H 0.558 0.146 -0.517 0.288
H 0.180 -2.432 -3.707 0.423
C -3.204 4.287 2.349 -1.547
C -2.777 2.895 2.816 -0.484
N -1.588 2.409 2.131 0.456
C -0.374 2.289 2.640 -0.179
S 0.894 1.530 1.818 -0.361
N -0.124 2.761 3.931 0.127
C -0.302 4.162 4.295 -0.051
C -0.079 4.328 5.789 -1.318
H -3.964 4.700 3.019 0.314
H -3.630 4.207 1.351 0.444
H -2.357 4.975 2.313 0.337
H -3.576 2.196 2.568 0.312
H -2.608 2.848 3.892 0.488
H -1.781 1.875 1.265 0.054
H 0.806 2.443 4.173 0.290
H -1.301 4.489 4.038 0.037
H 0.400 4.800 3.740 0.327
H -0.755 3.676 6.344 0.263
H -0.253 5.361 6.095 0.399
H 0.946 4.061 6.062 0.337
```

Summary:
HOMO level: -1.2 eV
Kohn-Sham gap: 4.8 eV
Energy relative to the best compared isomer or geometry (same formula, charge and spin): 1.435 eV
Total charge: -2
Maximum force: 2.2 eV/A
Molecular weight: 668.843 g/mol

=====

(6)
Density functional theory data (wB97M-V/def2-TZVPD) for a 2-piece molecular cluster, C3H6O2 overall at a distorted geometry.

XYZ file:
```
11
Properties=species:S:1:pos:R:3:mulliken_charge:R:1
C -2.117 0.315 -0.148 -0.432
C -1.710 -0.960 -0.199 -0.499
H -1.986 1.094 -0.902 0.224
H -2.828 0.719 0.563 0.216
H -1.626 -1.302 -1.230 0.227
H -1.547 -1.583 0.665 0.269
O 2.008 1.442 -0.747 -0.391
C 2.311 0.437 -0.200 0.162
O 1.853 0.076 1.072 -0.433
H 2.995 -0.381 -0.482 0.342
H 2.647 0.143 1.609 0.314
```

Summary:
HOMO level: -9.3 eV
Kohn-Sham gap: 10.0 eV
Energy relative to the best compared isomer or geometry (same formula, charge and spin): 2.692 eV
Total charge: 0
Maximum force: 1.8 eV/A
Molecular weight: 74.079 g/mol
SMILES string: O=CO.C=C